Arrangement i

{
  "formula": "C2H2N2O",
  "method": "ωB97M-V/def2-TZVPD",
  "orbital_gap_ev": 11.85,
  "spin_multiplicity": 1,
  "species": ["O", "N", "N", "C", "C", "H", "H"],
  "positions_angstrom": [[0.52, -0.98, -0.05], [0.20, 1.15, -0.06], [-0.85, -0.87, 0.02], [-1.04, 0.49, 0.03], [1.08, 0.26, 0.04], [-2.04, 1.01, 0.02], [2.20, 0.35, 0.16]]
}

***

Arrangement ii

{
  "formula": "C2H2N2O",
  "method": "ωB97M-V/def2-TZVPD",
  "orbital_gap_ev": [8.64, 8.69],
  "spin_multiplicity": 1,
  "species": ["O", "N", "N", "C", "C", "H", "H"],
  "positions_angstrom": [[-1.24, 0.79, 1.88], [0.33, -0.32, -0.98], [-0.71, 0.10, -0.26], [-0.48, 0.36, 1.08], [1.38, -0.45, -0.34], [-1.62, 0.25, -0.70], [2.34, -0.74, -0.68]]
}

***

Arrangement iii

{
  "formula": "C2H2N2O",
  "method": "ωB97M-V/def2-TZVPD",
  "orbital_gap_ev": 10.10,
  "spin_multiplicity": 1,
  "species": ["O", "N", "N", "C", "C", "H", "H"],
  "positions_angstrom": [[-1.17, -1.26, -0.10], [2.28, -0.26, 0.55], [1.55, -0.39, -0.22], [-0.46, 1.19, 0.25], [-0.86, 0.01, 0.11], [-1.43, -1.33, -0.94], [0.09, 2.05, 0.36]]
}

***

Energies relative to the minimum, kcal/mol: arrangement i 0.0; arrangement ii 60.8; arrangement iii 15.0